(1)
Computed, not measured: a structure of composition C25H72BF3HgNO11S in a non-equilibrium geometry, with ωB97M-V/def2-TZVPD.

Element x y z (Å)
1 Hg 2.09 0.88 2.80
2 N -2.59 0.26 2.36
3 H -1.76 0.73 2.71
4 H -3.27 1.00 2.22
5 H -2.93 -0.33 3.11
6 H -2.28 -0.23 1.54
7 B -0.10 1.45 3.50
8 H -1.12 1.74 3.71
9 H -0.10 0.53 2.94
10 H 0.39 2.21 2.91
11 H 0.49 1.27 4.38
12 C 1.15 -1.08 -1.48
13 F 2.24 -0.44 -1.98
14 F 0.27 -1.33 -2.44
15 F 1.51 -2.25 -0.95
16 S 0.29 0.15 -0.24
17 O -0.18 1.23 -1.07
18 O -0.83 -0.56 0.40
19 O 1.33 0.62 0.72
20 C 4.93 -0.08 -0.66
21 C 4.31 -0.85 0.57
22 C 5.12 -2.08 1.06
23 O 4.15 0.02 1.68
24 H 5.09 -0.76 -1.50
25 H 5.81 0.47 -0.34
26 H 4.14 0.63 -0.89
27 H 3.35 -1.31 0.33
28 H 4.70 -2.46 2.00
29 H 6.16 -1.90 1.33
30 H 5.09 -2.86 0.30
31 H 5.06 0.06 1.98
32 C -3.14 -0.55 -2.41
33 C -3.60 0.74 -1.72
34 C -4.34 1.73 -2.67
35 O -4.55 0.17 -0.83
36 H -2.81 -1.25 -1.64
37 H -2.36 -0.34 -3.14
38 H -3.95 -0.95 -3.03
39 H -2.80 1.21 -1.16
40 H -3.62 2.23 -3.32
41 H -4.95 2.51 -2.20
42 H -5.01 1.18 -3.32
43 H -5.20 0.86 -0.68
44 C -3.95 -4.03 1.68
45 C -3.82 -2.98 0.58
46 C -4.52 -3.57 -0.64
47 O -4.35 -1.80 0.98
48 H -4.97 -4.31 1.94
49 H -3.65 -3.75 2.69
50 H -3.47 -4.98 1.43
51 H -2.76 -2.81 0.44
52 H -3.93 -4.43 -0.96
53 H -4.64 -2.95 -1.53
54 H -5.50 -4.00 -0.43
55 H -4.41 -1.20 0.24
56 C 1.54 4.85 2.05
57 C 2.28 3.90 1.10
58 C 3.29 4.55 0.18
59 O 2.92 2.87 1.80
60 H 1.18 5.76 1.59
61 H 2.31 5.35 2.64
62 H 0.84 4.33 2.71
63 H 1.58 3.39 0.44
64 H 2.81 5.33 -0.41
65 H 3.73 3.88 -0.56
66 H 4.06 5.07 0.75
67 H 3.86 3.02 1.93
68 C 1.81 3.05 -5.32
69 C 1.57 2.34 -3.97
70 C 2.54 2.80 -2.87
71 O 0.21 2.60 -3.60
72 H 2.78 2.71 -5.71
73 H 1.83 4.11 -5.08
74 H 1.06 2.80 -6.06
75 H 1.64 1.26 -4.14
76 H 2.25 2.34 -1.93
77 H 2.56 3.88 -2.90
78 H 3.61 2.62 -3.01
79 H 0.02 2.17 -2.76
80 C -3.00 5.07 -0.65
81 C -1.60 4.67 -0.12
82 C -1.62 3.46 0.80
83 O -0.75 4.35 -1.21
84 H -3.76 5.06 0.12
85 H -3.37 4.34 -1.37
86 H -3.02 6.03 -1.17
87 H -1.08 5.54 0.28
88 H -1.93 3.82 1.79
89 H -0.69 2.90 0.84
90 H -2.40 2.75 0.53
91 H -0.74 3.40 -1.34
92 C -0.83 -4.39 -0.74
93 C 0.20 -5.26 -1.50
94 C 1.20 -5.91 -0.51
95 O -0.51 -6.31 -2.08
96 H -1.50 -5.00 -0.13
97 H -1.36 -3.73 -1.41
98 H -0.28 -3.72 -0.08
99 H 0.73 -4.59 -2.17
100 H 0.76 -6.51 0.28
101 H 1.81 -5.24 0.10
102 H 1.91 -6.55 -1.04
103 H -0.83 -5.86 -2.87
104 C 2.01 -3.89 2.95
105 C 1.37 -2.60 2.47
106 C -0.05 -2.48 3.03
107 O 2.03 -1.47 3.05
108 H 1.91 -4.01 4.03
109 H 3.02 -3.99 2.56
110 H 1.51 -4.74 2.48
111 H 1.44 -2.49 1.39
112 H -0.44 -1.46 2.96
113 H -0.09 -2.72 4.09
114 H -0.75 -3.17 2.55
115 H 2.29 -1.74 3.93

The HOMO energy (spin up / spin down) comes out at -13.66 / -13.66 eV. The value obtained for the frontier orbital gap (spin up / spin down) is 7.30 / 2.66 eV. The LUMO energy (spin up / spin down) is -6.36 / -11.00 eV. As for the expectation value of S²: 0.7548. The total energy comes out at -2753.3603 hartree. Its total charge is +2. The spin multiplicity is 2.

(2)
Computed, not measured: a structure of composition C25H77N3O12 in a non-equilibrium geometry, with ωB97M-V/def2-TZVPD.

Element x y z (Å)
1 C 3.63 -1.11 -2.57
2 O 3.15 -0.44 -1.47
3 H 3.47 -0.65 -3.54
4 H 4.71 -1.21 -2.46
5 H 3.19 -2.09 -2.73
6 H 2.22 -0.62 -1.29
7 C 1.83 -4.36 0.23
8 O 0.66 -4.35 0.97
9 H 2.71 -4.67 0.79
10 H 1.81 -5.00 -0.65
11 H 2.01 -3.36 -0.17
12 H 0.89 -3.96 1.82
13 C -1.16 -3.00 1.83
14 O -2.55 -2.72 1.98
15 H -0.93 -3.11 0.77
16 H -0.55 -2.25 2.33
17 H -1.11 -4.01 2.23
18 H -3.07 -3.36 1.48
19 C 3.58 -1.79 0.76
20 O 3.66 -2.99 1.50
21 H 2.64 -1.28 0.94
22 H 4.33 -1.01 0.88
23 H 3.55 -2.08 -0.30
24 H 4.47 -3.45 1.24
25 C -0.40 0.38 -3.64
26 O -0.67 -0.50 -2.57
27 H -0.36 -0.14 -4.60
28 H -1.20 1.12 -3.66
29 H 0.57 0.83 -3.44
30 H -1.38 -1.13 -2.71
31 C -0.16 -0.48 0.51
32 C 0.66 -1.32 -0.49
33 O 1.15 -0.53 -1.54
34 H -1.19 -0.48 0.17
35 H 0.21 0.54 0.56
36 H -0.07 -1.04 1.45
37 H 0.04 -2.14 -0.86
38 H 1.45 -1.94 -0.08
39 H 0.42 -0.40 -2.15
40 C -1.04 -3.28 -1.32
41 C -1.64 -4.47 -2.08
42 O -2.16 -5.34 -1.10
43 H -0.29 -3.69 -0.64
44 H -1.72 -2.70 -0.70
45 H -0.55 -2.61 -2.03
46 H -0.92 -4.90 -2.77
47 H -2.51 -4.12 -2.64
48 H -1.46 -5.86 -0.69
49 C 0.06 -0.11 3.31
50 C 0.43 -1.05 4.41
51 O 1.70 -0.70 4.84
52 H 0.78 -0.19 2.49
53 H 0.10 0.92 3.65
54 H -0.87 -0.39 2.82
55 H 0.27 -2.09 4.12
56 H -0.22 -0.90 5.28
57 H 1.89 -1.13 5.68
58 C 1.46 2.50 1.73
59 C 2.55 1.78 2.58
60 O 3.32 2.74 3.23
61 H 0.83 1.74 1.25
62 H 1.83 3.07 0.88
63 H 0.83 3.08 2.40
64 H 3.19 1.12 1.99
65 H 2.11 1.13 3.33
66 H 3.66 3.36 2.58
67 C -6.38 0.40 -0.77
68 C -5.67 1.21 0.28
69 C -4.14 0.97 0.35
70 O -3.95 -0.42 0.59
71 C -2.65 -0.80 0.32
72 N -5.95 2.59 0.04
73 H -5.89 0.50 -1.74
74 H -7.41 0.71 -0.91
75 H -6.33 -0.66 -0.54
76 H -6.19 1.02 1.22
77 H -3.79 1.55 1.20
78 H -3.61 1.35 -0.52
79 H -1.88 -0.22 0.82
80 H -2.40 -0.59 -0.72
81 H -2.39 -1.84 0.53
82 H -5.57 2.84 -0.87
83 H -5.37 3.06 0.71
84 C -1.53 1.68 2.52
85 C -1.64 3.01 1.79
86 C -1.93 2.95 0.30
87 O -1.02 2.10 -0.35
88 C -1.52 1.69 -1.63
89 N -2.52 3.91 2.46
90 H -2.49 1.16 2.58
91 H -1.27 1.77 3.57
92 H -0.85 0.88 2.21
93 H -0.65 3.45 1.76
94 H -1.98 3.91 -0.22
95 H -2.94 2.57 0.20
96 H -2.26 0.89 -1.54
97 H -0.67 1.30 -2.19
98 H -1.90 2.54 -2.20
99 H -2.14 4.83 2.35
100 H -2.20 3.68 3.40
101 C 4.70 2.30 -4.11
102 C 3.95 2.87 -2.90
103 C 2.83 1.96 -2.40
104 O 2.25 2.55 -1.28
105 C 1.09 1.85 -0.75
106 N 4.91 2.97 -1.82
107 H 5.08 1.31 -3.85
108 H 5.52 2.95 -4.42
109 H 4.02 2.22 -4.95
110 H 3.52 3.85 -3.11
111 H 3.28 1.02 -2.08
112 H 2.13 1.88 -3.23
113 H 1.44 0.94 -0.26
114 H 0.40 1.60 -1.55
115 H 0.57 2.46 -0.01
116 H 4.42 3.36 -1.03
117 H 5.17 2.10 -1.37

The HOMO energy comes out at -8.07 eV. The value obtained for the frontier orbital gap is 7.99 eV. The LUMO energy is -0.08 eV. The total energy comes out at -2064.8913 hartree. The spin multiplicity is 1. The value obtained for the energy relative to the best compared isomer or geometry (same formula, charge and spin) is 17.640 eV.

(3)
Computed, not measured: a cluster of 20 separate species, C25H9Cl76F5NO3 in total, with ωB97M-V/def2-TZVPD.

Element x y z (Å)
1 O 8.09 -7.16 -2.83
2 C 8.62 -5.97 -3.40
3 C 8.45 -4.70 -2.57
4 O 7.39 -3.86 -2.95
5 C 6.11 -4.46 -2.83
6 O 5.23 -3.41 -2.62
7 C 3.87 -3.79 -2.96
8 N 3.52 -5.07 -2.45
9 C 2.45 -5.11 -1.66
10 F 2.32 -4.09 -0.66
11 F 2.38 -6.30 -0.93
12 C 1.06 -5.08 -2.37
13 F 0.01 -4.94 -1.51
14 F 0.94 -4.07 -3.24
15 F 0.82 -6.21 -3.03
16 H 7.78 -6.97 -1.93
17 H 9.69 -6.14 -3.60
18 H 8.14 -5.84 -4.38
19 H 8.34 -4.98 -1.50
20 H 9.37 -4.11 -2.64
21 H 6.12 -5.16 -1.97
22 H 5.86 -5.01 -3.75
23 H 3.83 -3.77 -4.07
24 H 3.21 -2.99 -2.60
25 C 5.83 -0.57 -0.08
26 Cl 7.13 -0.86 -1.22
27 Cl 6.50 -0.10 1.49
28 Cl 4.81 0.77 -0.66
29 Cl 4.84 -2.01 0.09
30 C 0.98 -0.72 -0.15
31 Cl 1.69 -1.64 1.20
32 Cl 1.16 1.01 0.20
33 Cl 1.84 -1.10 -1.64
34 Cl -0.72 -1.14 -0.32
35 C -2.32 -7.80 0.79
36 Cl -3.22 -6.74 1.89
37 Cl -3.49 -8.68 -0.22
38 Cl -1.26 -6.83 -0.21
39 Cl -1.37 -8.96 1.72
40 C -2.56 2.33 -1.03
41 Cl -1.26 1.88 -2.14
42 Cl -1.89 2.75 0.55
43 Cl -3.41 3.74 -1.69
44 Cl -3.68 0.99 -0.84
45 C 3.40 2.03 4.08
46 Cl 3.43 3.50 3.08
47 Cl 2.99 0.66 3.06
48 Cl 4.99 1.80 4.81
49 Cl 2.19 2.20 5.36
50 C 2.40 4.46 -2.39
51 Cl 1.28 5.09 -1.17
52 Cl 3.55 5.72 -2.84
53 Cl 3.25 3.07 -1.74
54 Cl 1.47 3.97 -3.82
55 C -8.21 -8.16 -0.54
56 Cl -8.89 -9.75 -0.16
57 Cl -8.87 -6.95 0.56
58 Cl -6.45 -8.21 -0.38
59 Cl -8.64 -7.73 -2.20
60 C -5.51 1.13 -4.53
61 Cl -6.05 -0.51 -4.17
62 Cl -6.32 2.25 -3.42
63 Cl -3.77 1.21 -4.29
64 Cl -5.92 1.56 -6.19
65 C 4.57 0.65 8.64
66 Cl 2.82 0.85 8.59
67 Cl 5.07 -0.55 7.45
68 Cl 5.35 2.20 8.29
69 Cl 5.05 0.11 10.26
70 C 3.33 10.21 -2.92
71 Cl 2.61 8.81 -2.12
72 Cl 2.15 11.51 -3.04
73 Cl 4.72 10.77 -1.98
74 Cl 3.87 9.74 -4.53
75 C -8.03 5.48 -7.27
76 Cl -7.31 4.61 -5.92
77 Cl -7.85 7.22 -7.03
78 Cl -7.23 5.01 -8.77
79 Cl -9.75 5.08 -7.38
80 C -4.98 -3.36 -0.30
81 Cl -5.61 -2.70 1.22
82 Cl -3.33 -3.91 -0.07
83 Cl -5.99 -4.72 -0.81
84 Cl -5.05 -2.09 -1.54
85 C -10.39 -9.91 -5.61
86 Cl -12.08 -9.41 -5.54
87 Cl -10.20 -11.13 -6.88
88 Cl -9.38 -8.51 -5.98
89 Cl -9.91 -10.59 -4.06
90 C -0.55 6.01 4.59
91 Cl -1.91 5.83 3.47
92 Cl 0.90 5.29 3.90
93 Cl -0.28 7.72 4.93
94 Cl -0.93 5.17 6.11
95 C -0.28 6.14 10.73
96 Cl 0.66 7.58 11.10
97 Cl -1.89 6.29 11.45
98 Cl -0.43 5.97 8.98
99 Cl 0.53 4.72 11.40
100 C -1.24 11.58 11.94
101 Cl -1.78 9.92 12.16
102 Cl -2.19 12.66 12.97
103 Cl 0.47 11.71 12.37
104 Cl -1.45 12.05 10.25
105 C 7.80 4.22 2.62
106 Cl 6.79 5.05 3.82
107 Cl 6.78 3.29 1.52
108 Cl 8.72 5.42 1.71
109 Cl 8.91 3.13 3.45
110 C -1.92 0.24 3.94
111 Cl -3.39 0.00 2.99
112 Cl -0.55 -0.42 3.06
113 Cl -1.68 1.98 4.20
114 Cl -2.08 -0.56 5.50
115 C -7.06 0.17 -9.99
116 Cl -6.30 -0.72 -8.67
117 Cl -6.91 1.91 -9.69
118 Cl -6.26 -0.23 -11.51
119 Cl -8.77 -0.25 -10.08

The HOMO energy comes out at -4.74 eV. The value obtained for the frontier orbital gap is 5.74 eV. The LUMO energy is 1.00 eV. The total energy comes out at -36712.2307 hartree. Its total charge is -1. The spin multiplicity is 1. The value obtained for the energy relative to the best compared isomer or geometry (same formula, charge and spin) is 0.000 eV.

(4)
Computed, not measured: a structure of composition C26H12Cl4IrN2O2PS2Se2, with ωB97M-V/def2-TZVPD.

Element x y z (Å)
1 Ir 0.09 -1.28 -0.29
2 Se -1.77 0.19 0.05
3 P -0.85 2.18 -0.47
4 Se -0.87 2.81 -2.47
5 C 0.79 2.23 0.33
6 C 1.14 1.41 1.41
7 C 2.43 1.45 1.93
8 C 3.37 2.31 1.39
9 C 3.03 3.14 0.34
10 C 1.74 3.09 -0.20
11 C -1.90 3.23 0.61
12 C -1.87 3.05 1.99
13 C -2.66 3.83 2.82
14 C -3.50 4.80 2.26
15 C -3.54 4.98 0.89
16 C -2.74 4.20 0.06
17 H 0.42 0.73 1.84
18 H 2.70 0.78 2.74
19 H 4.38 2.32 1.78
20 H 3.76 3.79 -0.10
21 H 1.49 3.69 -1.06
22 H -1.23 2.30 2.42
23 H -2.63 3.69 3.89
24 H -4.12 5.40 2.91
25 H -4.19 5.72 0.46
26 H -2.75 4.33 -1.01
27 Cl 5.98 1.47 -2.25
28 C 4.79 0.48 -1.48
29 C 5.16 -0.40 -0.47
30 Cl 6.81 -0.52 0.04
31 C 4.19 -1.20 0.14
32 Cl 4.60 -2.29 1.42
33 C 2.86 -1.09 -0.24
34 O 1.89 -1.80 0.35
35 C 2.47 -0.17 -1.23
36 O 1.19 -0.04 -1.48
37 C 3.46 0.59 -1.87
38 Cl 2.96 1.67 -3.11
39 S -1.00 -2.80 1.12
40 C -1.76 -3.85 -0.02
41 C -2.52 -4.94 0.42
42 C -3.14 -5.79 -0.47
43 C -3.91 -6.90 0.03
44 N -4.53 -7.78 0.44
45 C -3.01 -5.58 -1.86
46 C -2.27 -4.50 -2.31
47 C -1.64 -3.64 -1.40
48 S -0.72 -2.29 -2.02
49 C -3.64 -6.45 -2.81
50 N -4.14 -7.14 -3.58
51 H -2.63 -5.11 1.49
52 H -2.17 -4.32 -3.37

The HOMO energy (spin up / spin down) comes out at -5.46 / -5.44 eV. The value obtained for the frontier orbital gap (spin up / spin down) is 6.51 / 5.72 eV. The LUMO energy (spin up / spin down) is 1.05 / 0.28 eV. As for the expectation value of S²: 0.7593. The total energy comes out at -9143.8954 hartree. Its total charge is -1. The spin multiplicity is 2. The value obtained for the energy relative to the best compared isomer or geometry (same formula, charge and spin) is 0.598 eV.

(5)
Computed, not measured: a structure of composition C26H14BrCl2CoF3N4O7S in a non-equilibrium geometry, with ωB97M-V/def2-TZVPD.

Element x y z (Å)
1 Co 0.01 0.13 -0.87
2 Cl 6.12 -2.23 1.02
3 C 4.50 -2.12 0.41
4 C 4.00 -0.89 0.07
5 C 2.68 -0.77 -0.40
6 N 2.01 0.39 -0.67
7 C 2.69 1.55 -0.87
8 O 3.89 1.68 -1.07
9 C 1.82 2.77 -0.83
10 C 2.35 4.02 -1.12
11 C 1.53 5.13 -0.98
12 C 0.23 4.95 -0.54
13 C -0.22 3.67 -0.29
14 N 0.56 2.60 -0.44
15 C 1.91 -1.96 -0.57
16 C 2.44 -3.21 -0.21
17 C 3.72 -3.29 0.27
18 Cl 4.37 -4.84 0.71
19 N 0.67 -1.75 -1.07
20 C -0.17 -2.72 -1.51
21 O 0.14 -3.84 -1.91
22 C -1.59 -2.26 -1.50
23 C -2.61 -3.16 -1.75
24 C -3.91 -2.74 -1.59
25 C -4.14 -1.44 -1.18
26 C -3.06 -0.60 -0.98
27 N -1.80 -1.00 -1.16
28 H 4.61 -0.01 0.18
29 H 3.38 4.09 -1.44
30 H 1.91 6.12 -1.20
31 H -0.44 5.79 -0.42
32 H -1.24 3.47 0.00
33 H 1.84 -4.10 -0.33
34 H -2.34 -4.17 -2.03
35 H -4.74 -3.42 -1.76
36 H -5.14 -1.07 -1.01
37 H -3.19 0.43 -0.69
38 F -2.03 1.27 -5.44
39 C -2.27 0.89 -4.19
40 F -3.52 1.27 -3.88
41 F -2.22 -0.44 -4.14
42 S -1.07 1.66 -3.00
43 O 0.01 0.66 -2.90
44 O -0.73 2.92 -3.61
45 O -1.81 1.74 -1.76
46 Br -2.90 -2.37 3.61
47 C -1.55 -1.14 4.13
48 C -1.51 -0.79 5.48
49 C -0.57 0.12 5.93
50 C 0.30 0.71 5.03
51 C 0.24 0.38 3.69
52 C -0.67 -0.56 3.21
53 C -0.61 -0.93 1.74
54 O -0.77 -2.09 1.39
55 O -0.30 0.08 1.00
56 H -2.21 -1.25 6.16
57 H -0.54 0.38 6.98
58 H 1.03 1.44 5.37
59 H 0.90 0.85 2.97

The HOMO energy (spin up / spin down) comes out at -4.68 / -4.68 eV. The value obtained for the frontier orbital gap (spin up / spin down) is 6.23 / 6.25 eV. The LUMO energy (spin up / spin down) is 1.55 / 1.57 eV. The total energy comes out at -7320.0761 hartree. Its total charge is -1. The spin multiplicity is 1. The value obtained for the energy relative to the best compared isomer or geometry (same formula, charge and spin) is 2.015 eV.